Molecular formula: C7H19NOSi2Tl
Method: DFT, wB97M-V/def2-TZVPD

Geometry as ORCA input:
```
! wB97M-V def2-TZVPD RIJCOSX def2/J DEFGRID3
* xyz 3 1
Tl -1.58 -0.13 1.62
Si -1.70 0.94 -0.91
Si 2.03 -0.79 -0.01
O 1.23 0.40 -1.02
N -4.08 -0.94 -0.78
C 3.94 -0.54 0.19
C -4.12 -0.03 0.29
C -0.38 2.36 -0.90
C -3.37 1.43 0.00
C 1.04 1.69 -0.34
C 1.77 -2.55 -0.83
C 1.30 -0.96 1.78
H -0.17 2.81 -1.98
H -4.06 2.06 -0.72
H -0.68 3.27 -0.21
H 0.21 -1.37 1.65
H 4.38 0.38 -0.38
H 4.22 -0.44 1.33
H 1.89 2.46 -0.64
H -4.68 -0.29 1.29
H 1.96 -1.77 2.33
H 4.45 -1.54 -0.22
H 0.71 -2.52 -1.34
H -2.03 0.52 -2.27
H 2.65 -2.86 -1.54
H -3.15 2.01 0.99
H 1.32 0.10 2.35
H -1.15 -0.17 -0.10
H -4.59 -1.83 -0.50
H 0.91 1.63 0.82
H 1.72 -3.34 0.05
*
```

Output
Gap between HOMO and LUMO, Ha: 0.1065

Here are the Mulliken charges for atoms 1 to 2, given in e: 0.758, 0.178

---

Molecular formula: C7H20BNO4P
Method: DFT, wB97M-V/def2-TZVPD

Geometry as ORCA input:
```
! wB97M-V def2-TZVPD RIJCOSX def2/J DEFGRID3
* xyz 1 1
P -4.54 0.29 -1.73
O 2.04 -1.23 0.51
O -2.69 0.70 0.65
O 2.57 0.88 0.69
O -3.69 1.44 -2.05
N -3.61 -1.01 -0.84
C 3.21 1.99 1.37
C -0.91 -0.81 -0.48
C -0.26 0.17 -1.49
C 3.44 -0.72 2.37
C -3.36 -2.21 -1.71
C 2.63 -0.38 1.14
C 4.68 2.10 1.00
B -2.32 -0.33 -0.14
H 5.10 2.99 1.47
H 4.79 2.19 -0.08
H 4.46 -0.93 2.04
H -5.62 0.43 -0.85
H -0.33 1.20 -1.14
H 5.24 1.23 1.34
H 3.07 1.90 2.45
H -0.31 -0.78 0.44
H -4.31 -2.66 -1.99
H 3.48 0.07 3.11
H -2.76 -2.92 -1.15
H -0.83 -1.83 -0.87
H -4.20 -1.31 -0.05
H -0.73 0.12 -2.47
H 2.66 2.86 1.03
H -2.91 0.65 1.58
H -2.82 -1.88 -2.59
H 0.80 -0.07 -1.59
H 3.03 -1.62 2.80
H -5.00 -0.52 -2.78
*
```

Output
Gap between HOMO and LUMO, Ha: 0.3445

Here are the Mulliken charges for atoms 1 to 2, given in e: 0.435, -0.563

---

Molecular formula: C7H20Br2CrO5
Method: DFT, wB97M-V/def2-TZVPD

Geometry as ORCA input:
```
! wB97M-V def2-TZVPD RIJCOSX def2/J DEFGRID3
* xyz 0 5
Br 1.06 0.88 2.09
Br -1.42 -0.75 -1.57
Cr -0.32 0.02 0.27
O -1.66 2.44 -2.30
O 0.89 -1.91 0.24
O -2.36 1.31 0.62
O -1.74 -1.20 1.79
O 0.95 1.75 -0.81
C -2.49 -0.22 2.53
C 2.34 -1.90 -0.01
C -0.37 2.97 -2.41
C 0.34 3.09 -1.10
C 2.61 -2.34 -1.41
C 2.84 -2.89 1.04
C -3.21 0.77 1.62
H 2.16 -3.28 -1.73
H -3.99 0.20 1.09
H -2.41 -1.85 1.54
H -0.45 3.98 -2.86
H -1.61 1.56 -2.55
H 3.67 -2.33 -1.60
H -3.34 -0.64 3.09
H -1.82 0.31 3.23
H 1.13 3.84 -1.20
H 2.26 -1.56 -2.11
H 3.91 -2.76 1.18
H 2.69 -0.89 0.22
H -0.22 3.34 -0.21
H -3.68 1.55 2.24
H 2.65 -3.94 0.80
H 2.42 -2.69 2.06
H 1.19 1.75 0.14
H 0.43 -2.24 -0.57
H 0.28 2.39 -3.09
H -2.75 1.25 -0.26
*
```

Output
Gap between HOMO and LUMO (spin up / spin down), Ha: 0.3168 / 0.3635
Expectation value of S²: 6.013

Here are the Mulliken charges for atoms 1 to 2, given in e: -0.668, -0.719

---

Molecular formula: C7H20BrLiO5
Method: DFT, wB97M-V/def2-TZVPD

Geometry as ORCA input:
```
! wB97M-V def2-TZVPD RIJCOSX def2/J DEFGRID3
* xyz 0 1
Br 0.55 0.34 1.25
O 1.66 -0.56 -1.91
O -0.80 -4.17 1.00
O -1.80 -1.78 2.46
O -2.25 2.27 1.63
O -2.12 3.97 -0.74
C 3.01 -1.01 -1.77
C -2.51 -2.51 1.47
C -2.82 4.28 0.46
C 3.95 0.16 -1.49
C 3.36 -1.74 -3.03
C -2.14 3.69 1.64
C -1.60 -3.13 0.45
Li 1.30 0.18 3.60
H -3.84 3.90 0.43
H 2.66 -2.56 -3.22
H 3.06 -1.71 -0.92
H 4.98 -0.20 -1.42
H 4.37 -2.16 -2.97
H 3.33 -1.08 -3.89
H -0.07 -3.76 1.46
H -2.62 4.05 2.56
H -1.48 1.91 1.17
H 3.91 0.88 -2.31
H -2.87 5.37 0.55
H -1.19 -1.19 2.01
H -2.19 -3.55 -0.36
H -1.09 4.00 1.68
H -3.04 -3.31 2.00
H -0.96 -2.35 0.00
H 1.38 -0.22 -1.05
H -3.26 -1.88 0.98
H -2.54 3.22 -1.16
H 3.68 0.66 -0.56
*
```

Output
Gap between HOMO and LUMO, Ha: 0.2972

Here are the Mulliken charges for atoms 1 to 2, given in e: -0.900, -0.500

---

Molecular formula: C7H20N2O3
Method: DFT, wB97M-V/def2-TZVPD

Geometry as ORCA input:
```
! wB97M-V def2-TZVPD RIJCOSX def2/J DEFGRID3
* xyz 0 1
O -2.25 1.63 0.85
O 3.37 -1.39 -3.36
O 0.89 -0.84 -2.10
N -0.10 0.82 0.49
N -3.22 -0.69 2.05
C 1.09 0.11 0.98
C 1.12 -2.08 -2.77
C -1.26 0.78 1.37
C -1.87 -0.62 1.52
C -1.94 3.00 0.98
C 2.15 -1.90 -3.86
C 1.65 0.71 2.28
H 2.37 -2.87 -4.32
H 1.84 0.18 0.20
H 3.14 -0.70 -2.73
H 2.72 0.89 2.19
H -1.85 -1.11 0.54
H 0.20 -2.50 -3.17
H 1.49 0.07 3.14
H 0.90 -0.96 1.12
H -0.97 3.23 0.54
H -3.86 -0.27 1.39
H 1.51 -2.75 -2.00
H -3.29 -0.12 2.89
H 0.42 -0.25 -2.71
H -2.71 3.56 0.45
H -1.21 -1.21 2.17
H -0.93 1.15 2.35
H -1.94 3.30 2.03
H 1.19 1.68 2.50
H -0.38 0.39 -0.39
H 1.75 -1.24 -4.64
*
```

Output
SMILES: CCN[C@H](CN)OC.OCCO
Gap between HOMO and LUMO, Ha: 0.3326

Here are the Mulliken charges for atoms 1 to 2, given in e: -0.414, -0.507

---

Molecular formula: C7H20NSSi
Method: DFT, wB97M-V/def2-TZVPD

Geometry as ORCA input:
```
! wB97M-V def2-TZVPD RIJCOSX def2/J DEFGRID3
* xyz 1 1
S 0.49 -3.18 0.12
Si -0.31 -0.56 -1.44
N -0.30 -0.14 1.77
C 1.79 1.56 0.66
C -2.15 -1.18 -1.67
C -0.65 0.34 3.09
C -0.56 0.78 0.63
C 0.41 1.93 0.72
C 0.33 0.63 -2.75
C 1.08 -1.80 -1.10
H -0.08 -4.20 -0.72
H 2.03 1.21 1.63
H -2.87 -0.70 -1.04
H -0.02 0.07 3.97
H -2.61 -1.03 -2.63
H -0.07 1.58 -2.62
H 0.70 -0.23 1.65
H -2.26 -2.27 -1.58
H -1.53 -0.12 3.46
H 1.94 -1.34 -0.88
H 1.40 0.89 -3.01
H 1.40 -2.45 -1.91
H -1.57 1.14 0.56
H 0.14 2.69 -0.03
H -0.79 -1.03 1.57
H -0.93 1.44 3.09
H 0.42 2.60 1.70
H 2.47 2.43 0.51
H 2.01 0.81 -0.12
H 0.09 0.16 -3.64
*
```

Output
Gap between HOMO and LUMO, Ha: 0.3636

Here are the Mulliken charges for atoms 1 to 2, given in e: -0.241, 0.507

---

Molecular formula: C7H21BIN2O
Method: DFT, wB97M-V/def2-TZVPD

Geometry as ORCA input:
```
! wB97M-V def2-TZVPD RIJCOSX def2/J DEFGRID3
* xyz 1 1
I 0.52 -0.92 -2.18
O 0.02 -4.00 -1.61
N 2.06 2.35 -0.97
N -3.93 -0.76 0.62
C 1.21 -0.52 -0.16
C -3.55 0.65 0.49
C 3.24 -0.28 1.25
C 2.73 -0.59 -0.15
C -1.03 0.66 0.86
C -2.17 0.79 -0.17
C 1.01 2.23 0.06
B 0.40 0.80 0.25
H 2.92 2.75 -0.61
H -1.17 -0.31 1.37
H 3.15 0.10 -0.87
H -2.10 -0.02 -0.90
H 4.32 -0.46 1.30
H -3.52 1.11 1.48
H -0.79 -3.99 -1.06
H -4.28 1.21 -0.09
H 0.19 2.93 -0.13
H -4.17 -0.99 1.58
H 2.77 -0.91 2.02
H -1.18 1.44 1.61
H 3.06 0.76 1.53
H 1.76 2.98 -1.70
H 3.05 -1.60 -0.44
H -2.11 1.73 -0.72
H -4.76 -0.97 0.07
H -0.18 -4.41 -2.47
H 0.36 -2.99 -1.76
H 0.80 -1.34 0.43
H 1.37 2.55 1.05
*
```

Output
Gap between HOMO and LUMO, Ha: 0.2909

Here are the Mulliken charges for atoms 1 to 2, given in e: -0.001, -0.383

---

Molecular formula: C7H21N4Ni
Method: DFT, wB97M-V/def2-TZVPD

Geometry as ORCA input:
```
! wB97M-V def2-TZVPD RIJCOSX def2/J DEFGRID3
* xyz 1 3
Ni -0.90 0.28 -0.73
N -1.81 -1.25 0.50
N 0.73 -0.14 0.83
N 0.42 -0.89 -1.90
N 0.20 2.13 -0.69
C 1.58 -1.19 0.25
C -1.03 -1.67 1.68
C 0.01 -0.60 2.03
C 0.67 2.33 0.68
C 1.48 1.10 1.11
C 1.74 -0.97 -1.27
C -2.53 0.83 -1.91
H -2.68 -0.80 0.79
H -1.68 -1.82 2.55
H 1.09 -2.15 0.38
H 1.00 2.06 -1.32
H 2.56 -1.24 0.72
H -3.06 -0.05 -2.29
H -2.08 -2.08 -0.03
H 0.00 -1.82 -1.94
H -0.55 -2.62 1.47
H 2.33 -1.80 -1.67
H 2.28 -0.04 -1.47
H 1.75 1.18 2.16
H 0.51 -0.57 -2.86
H 2.41 1.08 0.53
H 1.31 3.22 0.77
H 0.70 -0.99 2.79
H -0.35 2.93 -1.00
H -3.17 1.39 -1.21
H -0.20 2.46 1.33
H -2.22 1.47 -2.74
H -0.51 0.27 2.44
*
```

Output
Gap between HOMO and LUMO (spin up / spin down), Ha: 0.2979 / 0.3282
Expectation value of S²: 2.005

Here are the Mulliken charges for atoms 1 to 2, given in e: 0.295, -0.426

---

Molecular formula: C7H21NO2
Method: DFT, wB97M-V/def2-TZVPD

Geometry as ORCA input:
```
! wB97M-V def2-TZVPD RIJCOSX def2/J DEFGRID3
* xyz -1 2
O 0.33 2.55 -1.43
O 2.71 -0.26 2.49
N -0.28 -1.62 0.15
C 1.47 -0.69 -1.66
C -0.61 -0.64 1.21
C -2.17 -0.73 -1.37
C -1.27 -1.97 -0.85
C -0.12 1.95 1.75
C 1.10 -1.40 -0.36
C -0.76 0.84 0.84
H -0.40 0.85 -0.25
H 1.91 -0.54 2.04
H -2.00 -2.73 -0.49
H -0.19 2.80 -0.67
H -2.93 -0.34 -0.71
H 2.71 0.66 2.74
H -1.51 0.14 -1.61
H 2.50 -1.04 -1.93
H 0.82 2.28 1.29
H -0.79 2.85 1.57
H 0.18 -0.67 1.99
H -1.53 -0.92 1.82
H -2.64 -1.20 -2.27
H 0.73 3.32 -1.83
H 1.55 -2.36 -0.58
H -0.74 -2.22 -1.82
H -1.81 1.07 0.85
H 0.03 1.70 2.77
H 1.31 0.37 -1.76
H 1.58 -0.90 0.49
H 0.82 -1.14 -2.39
*
```

Output
Gap between HOMO and LUMO (spin up / spin down), Ha: 0.0939 / 0.3195
Expectation value of S²: 0.750

Here are the Mulliken charges for atoms 1 to 2, given in e: 0.482, -0.646

---

Molecular formula: C7H21NO4
Method: DFT, wB97M-V/def2-TZVPD

Geometry as ORCA input:
```
! wB97M-V def2-TZVPD RIJCOSX def2/J DEFGRID3
* xyz 0 1
O -2.51 -0.27 -1.33
O -0.86 0.62 -3.60
O 3.52 0.53 1.52
O -0.35 3.11 -2.41
N -0.10 0.61 -0.08
C 1.17 -1.60 -2.01
C 0.32 -0.70 0.13
C -1.05 -0.27 3.24
C -1.41 -1.08 1.96
C 0.31 0.38 3.35
C -0.25 -1.46 1.10
C 1.34 -1.34 -0.73
H 0.29 -1.21 -2.52
H -2.27 -0.72 -2.15
H -2.32 -0.67 1.52
H 0.44 1.12 2.56
H -0.24 0.90 -1.03
H 4.11 -0.09 1.07
H -1.07 3.04 -1.76
H 1.90 -1.87 -2.77
H -1.26 -0.85 4.14
H 2.77 0.64 0.92
H 1.17 -0.29 3.30
H 0.27 -2.39 1.29
H 0.37 0.87 4.32
H -0.77 0.94 0.59
H -1.01 1.51 -3.24
H -0.27 0.74 -4.35
H -1.80 0.52 3.38
H -1.74 -2.06 2.31
H -2.83 -1.02 -0.81
H 0.34 3.47 -1.84
H 2.21 -1.73 -0.20
*
```

Output
SMILES: C=C/C(N)=C/CCC.O.O.O.O
Gap between HOMO and LUMO, Ha: 0.3000

Here are the Mulliken charges for atoms 1 to 2, given in e: -0.598, -0.589

---

Molecular formula: C7H21NO5
Method: DFT, wB97M-V/def2-TZVPD

Geometry as ORCA input:
```
! wB97M-V def2-TZVPD RIJCOSX def2/J DEFGRID3
* xyz 0 1
O -1.19 1.98 -1.60
O 1.17 3.42 -1.54
O 3.23 -2.91 0.78
O 0.59 -2.97 1.74
O 2.85 1.97 0.05
N 0.77 0.08 0.28
C 1.43 -1.34 -1.65
C -2.80 -0.32 1.12
C -0.91 -1.09 -0.54
C -1.41 -0.33 0.57
C -3.44 1.08 1.12
C 0.43 -0.81 -0.68
C -0.34 0.39 1.04
H -3.44 -0.97 0.52
H 1.00 -2.10 -2.29
H 1.33 3.70 -2.46
H 2.25 2.54 -0.49
H -0.27 1.09 1.86
H 1.85 -0.56 -2.30
H -0.99 1.07 -1.85
H -4.44 1.05 1.54
H -1.49 -1.80 -1.12
H -1.47 1.87 -0.68
H 2.27 -1.81 -1.14
H 1.67 0.54 0.35
H 3.77 -2.80 1.56
H -2.85 1.78 1.72
H 0.31 2.96 -1.55
H 3.73 2.04 -0.34
H -3.51 1.46 0.10
H 0.02 -3.44 1.12
H 2.32 -2.97 1.11
H 0.36 -2.05 1.52
H -2.81 -0.73 2.12
*
```

Output
SMILES: CCc1c[nH]c(C)c1.O.O.O.O.O
Gap between HOMO and LUMO, Ha: 0.3305

Here are the Mulliken charges for atoms 1 to 2, given in e: -0.762, -0.734

---

Molecular formula: C7H22FO7
Method: DFT, wB97M-V/def2-TZVPD

Geometry as ORCA input:
```
! wB97M-V def2-TZVPD RIJCOSX def2/J DEFGRID3
* xyz -1 1
F 11.09 -3.10 -13.90
O 11.35 -6.31 -16.23
O 10.61 -0.89 -9.12
O 10.92 0.79 -15.17
O 8.85 -6.30 -14.39
O 13.32 -4.45 -10.97
O 14.82 -2.84 -13.18
O 11.69 -1.01 -17.40
C 9.36 -7.39 -15.19
C 11.59 1.14 -16.29
C 10.05 -6.86 -16.45
C 9.49 -0.15 -9.36
C 14.63 -4.50 -11.45
C 10.99 0.22 -17.37
C 15.13 -3.13 -11.79
H 12.66 0.96 -16.13
H 15.19 -4.77 -10.55
H 10.87 -1.19 -9.99
H 11.51 -1.43 -16.55
H 11.56 2.20 -16.51
H 9.41 -6.06 -16.82
H 11.09 0.85 -18.26
H 9.48 -5.59 -14.55
H 9.01 0.14 -8.43
H 9.78 0.78 -9.85
H 13.87 -2.97 -13.32
H 14.77 -2.41 -11.05
H 16.18 -2.93 -11.59
H 10.06 -7.59 -17.26
H 8.74 -0.62 -9.99
H 11.03 -0.15 -15.03
H 12.75 -4.23 -11.71
H 8.48 -8.04 -15.28
H 11.40 -5.76 -15.45
H 10.02 -7.97 -14.54
H 14.84 -5.17 -12.29
H 9.93 -0.01 -17.40
*
```

Output
Gap between HOMO and LUMO, Ha: 0.3109

Here are the Mulliken charges for atoms 1 to 2, given in e: -0.915, -0.512

---

Molecular formula: C7H23GaN5O
Method: DFT, wB97M-V/def2-TZVPD

Geometry as ORCA input:
```
! wB97M-V def2-TZVPD RIJCOSX def2/J DEFGRID3
* xyz -1 1
Ga 0.45 -1.29 0.03
O 0.99 -2.77 -1.05
N 3.16 -0.24 0.21
N -0.12 -1.73 4.28
N -1.29 -0.77 -0.66
N 0.46 0.19 2.85
N -1.69 -0.82 2.78
C -0.49 2.17 -3.84
C 0.27 -2.04 1.88
C -0.26 -1.10 2.95
C -1.28 0.07 -1.85
C -1.28 2.57 -2.59
C 1.81 0.18 -0.26
C -1.27 1.55 -1.44
H -1.79 -1.62 -0.88
H -0.43 -0.13 -2.52
H 1.52 1.04 0.35
H -2.17 -0.10 -2.47
H -2.32 2.78 -2.87
H -1.78 0.18 2.63
H 1.25 -2.42 2.21
H 1.81 0.52 -1.30
H 0.31 0.73 3.69
H 0.85 -1.74 4.56
H -0.19 3.05 -4.42
H 1.46 0.01 2.79
H -1.06 1.52 -4.50
H 1.74 -2.55 -1.59
H -1.97 -1.21 1.88
H -0.41 1.71 -0.79
H -0.64 -1.17 4.96
H 3.51 -1.01 -0.35
H -0.88 3.52 -2.22
H -0.38 -2.92 1.84
H 0.42 1.63 -3.58
H -2.15 1.70 -0.81
H 3.83 0.51 0.10
*
```

Output
Gap between HOMO and LUMO, Ha: 0.2812

Here are the Mulliken charges for atoms 1 to 2, given in e: 0.061, -0.739

---

Molecular formula: C7H24BaN4O5
Method: DFT, wB97M-V/def2-TZVPD

Geometry as ORCA input:
```
! wB97M-V def2-TZVPD RIJCOSX def2/J DEFGRID3
* xyz 0 1
Ba 0.45 0.16 -1.51
O -0.61 3.54 -1.17
O -2.26 -1.08 -0.47
O 3.00 -0.45 -0.70
O -0.27 1.83 -3.01
O 1.99 0.12 1.76
N 0.14 -2.33 -0.05
N -0.11 2.67 -0.33
N 1.13 -2.40 -2.68
N 1.11 0.99 1.05
C -0.27 4.43 1.45
C 0.43 -3.60 -2.15
C 0.77 2.09 1.74
C 0.10 3.08 0.94
C 1.10 2.29 3.18
C 0.46 -3.63 -0.64
C -3.80 -1.30 0.68
H 1.47 -3.91 -0.31
H 2.09 -2.40 -2.32
H 2.96 -0.35 0.29
H 0.39 -2.33 0.93
H -0.99 4.35 2.28
H 2.19 2.35 3.36
H -4.24 -1.60 -0.26
H 1.22 -2.47 -3.69
H 1.98 0.47 2.68
H 3.94 -0.41 -0.95
H -0.61 -3.55 -2.50
H -2.60 -1.31 -1.35
H -0.89 -2.11 -0.12
H 0.62 4.95 1.84
H 0.67 3.23 3.54
H -0.71 5.03 0.65
H 0.69 1.49 3.82
H -3.52 -0.26 0.75
H 0.88 -4.52 -2.54
H -4.65 -1.37 1.38
H -3.09 -2.01 1.10
H -0.23 -4.42 -0.29
H -0.47 2.08 -3.93
H -0.47 2.66 -2.41
*
```

Output
Gap between HOMO and LUMO, Ha: 0.2068

Here are the Mulliken charges for atoms 1 to 2, given in e: 1.678, -0.796

---

E_tot for the records above, in order: -1158.06533, -1000.46439, -6847.48014, -3236.47604, -613.89441, -1020.81217, -786.31678, -2006.43316, -484.42207, -634.96121, -710.31098, -906.37683, -2554.38061, -901.68968 hartree